(1)
Molecular formula: C6H12O
Method: DFT, the ωB97M-V functional and the def2-TZVPD basis

## Properties
E_HOMO   -0.303 hartree
Multiplicity   1
Energy above the lowest of the compared OMol25 structures with the same formula, charge and spin   41.4 kcal/mol
SMILES string   C=C/C(C)=C/C.O
Total energy   -8462.5590 eV

Last column: Mulliken charge in e.
Element x y z (Å)
C1 2.09 0.12 1.45  -0.820
C2 1.76 -0.34 0.25  -0.337
C3 0.50 -0.17 -0.50  0.945
C4 0.30 -1.11 -1.66  -1.729
C5 -0.33 0.84 -0.28  0.070
C6 -1.40 1.29 -1.20  -1.276
H1 1.28 0.51 2.06  0.219
H2 3.09 0.15 1.83  0.263
H3 2.50 -0.82 -0.36  0.279
H4 0.78 -0.72 -2.57  0.377
H5 -0.72 -1.38 -1.93  0.396
H6 0.95 -1.98 -1.50  0.433
H7 -0.20 1.33 0.68  0.199
H8 -1.48 2.37 -1.18  0.343
H9 -2.40 0.99 -0.83  0.285
H10 -1.34 0.83 -2.19  0.354
O1 -2.01 -0.38 1.72  -0.620
H11 -1.89 -0.72 2.61  0.296
H12 -1.62 -1.03 1.13  0.323

(2)
Molecular formula: C6H12O
Method: DFT, the ωB97M-V functional and the def2-TZVPD basis

## Properties
E_HOMO   -0.347 hartree
Multiplicity   1
Energy above the lowest of the compared OMol25 structures with the same formula, charge and spin   30.8 kcal/mol
SMILES string   C=CCC.CC=O
Total energy   -8463.0163 eV

Last column: Mulliken charge in e.
Element x y z (Å)
C1 -0.59 1.55 1.45  -0.785
C2 -1.37 0.50 1.19  -0.148
C3 -1.67 -0.04 -0.18  -0.152
C4 -1.40 -1.54 -0.30  -1.018
H1 -0.43 1.90 2.46  0.247
H2 -0.08 2.08 0.64  0.284
H3 -1.85 -0.02 2.02  0.274
H4 -1.08 0.52 -0.92  0.169
H5 -2.73 0.15 -0.41  0.314
H6 -1.70 -1.92 -1.28  0.326
H7 -0.33 -1.76 -0.17  0.162
H8 -1.95 -2.10 0.46  0.332
C5 2.23 -0.31 -0.21  -0.855
C6 2.07 0.65 -1.35  0.157
O1 1.26 1.55 -1.39  -0.446
H9 1.47 -0.13 0.56  0.165
H10 2.14 -1.34 -0.58  0.273
H11 3.23 -0.21 0.22  0.359
H12 2.77 0.49 -2.20  0.343

(3)
Molecular formula: C6H12O
Method: DFT, the ωB97M-V functional and the def2-TZVPD basis

## Properties
E_HOMO   -0.356 hartree
Multiplicity   1
Energy above the lowest of the compared OMol25 structures with the same formula, charge and spin   61.9 kcal/mol
SMILES string   CCCCCC=O
Total energy   -8461.6698 eV

Last column: Mulliken charge in e.
Element x y z (Å)
C1 0.88 -0.40 1.93  -0.926
C2 0.88 1.09 1.19  -0.586
C3 0.91 0.86 -0.36  -0.975
C4 -0.56 0.69 -0.92  -0.463
C5 -0.76 -0.63 -1.59  -0.581
C6 -1.37 -1.66 -0.68  -0.059
O1 -2.53 -1.96 -0.90  -0.504
H1 1.34 -0.32 3.05  0.264
H2 1.26 -1.07 1.28  0.384
H3 -0.26 -0.63 1.96  0.147
H4 1.59 1.75 1.66  0.382
H5 -0.09 1.66 1.32  0.308
H6 1.47 0.16 -0.77  0.681
H7 1.41 1.78 -0.89  0.311
H8 -0.61 1.40 -1.73  0.252
H9 -1.43 0.86 -0.18  0.388
H10 -1.55 -0.56 -2.46  0.267
H11 0.21 -1.06 -2.05  0.301
H12 -0.79 -1.97 0.14  0.409

(4)
Molecular formula: C6H12O
Method: DFT, the ωB97M-V functional and the def2-TZVPD basis

## Properties
E_HOMO   -0.338 hartree
Multiplicity   1
Energy above the lowest of the compared OMol25 structures with the same formula, charge and spin   38.2 kcal/mol
SMILES string   C=C/C(C)=C/C.O
Total energy   -8462.6964 eV

Last column: Mulliken charge in e.
Element x y z (Å)
C1 2.36 -1.40 0.41  -0.701
C2 1.34 -0.66 0.80  -0.288
C3 0.42 0.04 -0.15  0.498
C4 0.58 1.49 -0.46  -1.150
C5 -0.60 -0.70 -0.60  -0.117
C6 -1.70 -0.44 -1.57  -1.302
H1 2.66 -1.55 -0.62  0.287
H2 2.93 -1.93 1.16  0.267
H3 1.01 -0.56 1.83  0.230
H4 0.34 2.13 0.39  0.276
H5 -0.12 1.76 -1.26  0.320
H6 1.59 1.76 -0.74  0.336
H7 -0.72 -1.71 -0.19  0.371
H8 -1.40 -0.82 -2.55  0.283
H9 -1.96 0.62 -1.69  0.350
H10 -2.62 -0.94 -1.25  0.346
O1 -1.32 1.20 2.48  -0.643
H11 -1.34 0.23 2.44  0.323
H12 -1.43 1.50 1.57  0.312

(5)
Molecular formula: C6H12O
Method: DFT, the ωB97M-V functional and the def2-TZVPD basis

## Properties
E_HOMO   -0.280 hartree
Multiplicity   1
Energy above the lowest of the compared OMol25 structures with the same formula, charge and spin   116.3 kcal/mol
SMILES string   CC1=CC1.CCO
Total energy   -8459.3102 eV

Last column: Mulliken charge in e.
Element x y z (Å)
C1 -0.64 -1.60 -1.10  -1.376
C2 -0.95 -0.53 -0.15  0.336
C3 -1.56 0.61 -0.03  -0.233
C4 -1.76 -0.35 1.09  -0.568
H1 -0.24 -1.22 -2.05  0.335
H2 0.03 -2.36 -0.70  0.248
H3 -1.60 -2.08 -1.32  0.391
H4 -2.07 1.36 -0.61  0.407
H5 -1.30 -0.17 2.06  0.122
H6 -2.72 -0.87 1.14  0.250
C5 1.94 0.61 -0.54  -0.883
C6 1.19 0.48 0.77  -0.281
O1 0.09 1.57 0.94  -0.535
H7 2.02 1.66 -0.79  0.284
H8 1.47 0.09 -1.39  0.129
H9 2.96 0.20 -0.43  0.332
H10 1.78 0.77 1.63  0.467
H11 1.01 -0.62 0.95  0.306
H12 0.35 2.43 0.54  0.270

(6)
Molecular formula: C6H12O
Method: DFT, the ωB97M-V functional and the def2-TZVPD basis

## Properties
E_HOMO   -0.347 hartree
Multiplicity   1
Energy above the lowest of the compared OMol25 structures with the same formula, charge and spin   58.2 kcal/mol
SMILES string   CCO[C@H]1C[C@H]1C
Total energy   -8461.8306 eV

Last column: Mulliken charge in e.
Element x y z (Å)
C1 1.78 0.46 0.80  -0.943
C2 1.83 -0.33 -0.48  -0.441
O1 0.59 -0.86 -1.07  -0.386
C3 -0.39 -1.10 -0.12  -0.146
C4 -0.84 -0.15 1.05  -1.033
C5 -1.69 -0.39 -0.16  0.266
C6 -1.75 0.79 -1.10  -1.256
H1 1.62 -0.06 1.75  0.299
H2 1.23 1.41 0.78  0.268
H3 2.85 0.67 0.69  0.381
H4 2.54 -1.15 -0.31  0.360
H5 2.20 0.35 -1.25  0.324
H6 -0.39 -2.14 0.23  0.375
H7 -0.66 0.90 1.28  0.342
H8 -1.02 -0.72 1.96  0.275
H9 -2.60 -0.95 -0.03  0.393
H10 -1.93 0.46 -2.13  0.305
H11 -2.55 1.48 -0.81  0.367
H12 -0.81 1.35 -1.10  0.248

(7)
Molecular formula: C6H12O
Method: DFT, the ωB97M-V functional and the def2-TZVPD basis

## Properties
E_HOMO   -0.306 hartree
Multiplicity   1
Energy above the lowest of the compared OMol25 structures with the same formula, charge and spin   37.3 kcal/mol
SMILES string   C/C=C(/C)O.C=C
Total energy   -8462.7368 eV

Last column: Mulliken charge in e.
Element x y z (Å)
C1 -1.93 -2.21 -0.09  -1.079
C2 -0.51 -1.97 -0.50  -0.218
C3 0.29 -1.03 0.02  0.708
C4 1.71 -0.80 -0.39  -1.176
O1 -0.17 -0.22 1.04  -0.564
H1 -2.60 -2.19 -0.96  0.294
H2 -2.27 -1.46 0.62  0.289
H3 -2.05 -3.20 0.37  0.283
H4 -0.08 -2.61 -1.27  0.271
H5 1.87 0.23 -0.74  0.260
H6 2.01 -1.48 -1.19  0.318
H7 2.39 -0.96 0.46  0.311
H8 0.38 0.57 1.07  0.277
C5 0.36 2.71 -0.34  -0.537
C6 -0.04 3.06 0.87  -0.545
H9 1.26 3.13 -0.80  0.232
H10 -0.20 1.99 -0.94  0.326
H11 0.51 3.79 1.47  0.244
H12 -0.94 2.64 1.31  0.308

(8)
Molecular formula: C6H12O
Method: DFT, the ωB97M-V functional and the def2-TZVPD basis

## Properties
E_HOMO   -0.342 hartree
Multiplicity   1
Energy above the lowest of the compared OMol25 structures with the same formula, charge and spin   67.9 kcal/mol
SMILES string   C[C@H]1OCC1(C)C
Total energy   -8461.4087 eV

Last column: Mulliken charge in e.
Element x y z (Å)
C1 1.74 -0.72 -0.89  -1.391
C2 0.97 0.38 -0.19  0.269
O1 0.47 1.54 -0.93  -0.516
C3 -0.66 1.60 0.19  -0.492
C4 -0.43 0.09 0.33  0.934
C5 -0.55 -0.68 1.63  -1.584
C6 -1.23 -0.25 -0.94  -1.351
H1 2.68 -0.35 -1.32  0.378
H2 2.01 -1.49 -0.14  0.328
H3 1.17 -1.22 -1.68  0.293
H4 1.59 0.82 0.60  0.412
H5 -1.73 1.86 -0.02  0.268
H6 -0.21 2.32 0.85  0.363
H7 0.12 -0.26 2.40  0.350
H8 -0.26 -1.73 1.48  0.332
H9 -1.57 -0.68 2.04  0.383
H10 -0.64 0.59 -1.58  0.425
H11 -2.32 -0.17 -0.75  0.317
H12 -1.02 -1.22 -1.39  0.284